This record from the Open Molecules 2025 dataset describes one molecule with the formula C13H28N2O3. The level of theory is ωB97M-V/def2-TZVPD.

Structure (XYZ):
```
46
Properties=species:S:1:pos:R:3:mulliken_charge:R:1
C 5.382 -0.576 -2.967 -1.39
C 3.956 -0.052 -2.833 -0.12
C 3.865 1.053 -1.783 -0.70
C 2.483 1.702 -1.691 -1.19
C 1.407 0.753 -1.153 1.08
C 1.757 0.366 0.274 -0.25
O 2.101 1.155 1.136 -0.69
N 1.680 -0.964 0.515 0.22
H 1.139 -1.550 -0.106 0.36
N 1.808 -1.466 1.831 -0.84
H 2.731 -1.890 1.936 0.25
H 1.781 -0.655 2.454 0.32
H 1.355 -0.145 -1.770 0.44
C 0.032 1.433 -1.192 -1.81
C -1.125 0.534 -0.723 0.23
C -1.415 0.697 0.782 -0.68
O -2.310 -0.295 1.232 -0.37
C -3.675 -0.038 0.967 -0.64
C -4.520 -1.094 1.683 0.78
C -4.376 -0.950 3.195 -1.40
H -3.326 -0.992 3.471 0.34
H -4.787 0.002 3.526 0.32
H -4.905 -1.751 3.706 0.39
C -5.981 -0.976 1.258 -1.58
H -6.086 -1.117 0.184 0.40
H -6.580 -1.729 1.763 0.42
H -6.373 0.005 1.517 0.34
H -4.137 -2.076 1.388 0.21
H -3.875 -0.074 -0.114 0.27
H -3.940 0.966 1.329 0.30
H -1.803 1.703 0.986 0.37
H -0.500 0.546 1.357 0.42
O -0.856 -0.827 -0.988 -0.62
H -1.370 -1.328 -0.334 0.44
H -2.034 0.826 -1.278 0.42
H -0.156 1.740 -2.223 0.51
H 0.052 2.329 -0.569 0.35
H 2.543 2.558 -1.015 0.34
H 2.184 2.064 -2.677 0.46
H 4.591 1.831 -2.034 0.45
H 4.139 0.653 -0.806 0.29
H 3.621 0.337 -3.797 0.25
H 3.300 -0.881 -2.561 0.22
H 5.432 -1.367 -3.712 0.38
H 5.731 -0.975 -2.017 0.34
H 6.055 0.223 -3.270 0.34
```

Computed properties:
DFT total energy = -23057.9463 eV
highest occupied orbital energy = -9.12 eV
SMILES = CCCC[C@H](C[C@@H](O)COCC(C)C)C(=O)NN
2S+1 = 1
relative energy (zero: lowest compared OMol25 entry of this formula, charge and spin) = 0.0 kJ/mol

---

This record from the Open Molecules 2025 dataset describes a 7-piece molecular cluster, C13H28N3O15 overall at a distorted geometry. The level of theory is ωB97M-V/def2-TZVPD.

Structure (XYZ):
```
59
Properties=species:S:1:pos:R:3:mulliken_charge:R:1
C 9.547 20.417 -8.731 -1.38
C 8.633 19.736 -9.682 0.96
O 8.689 19.746 -10.864 -0.53
N 7.628 18.818 -9.033 0.32
H 8.107 18.337 -8.273 0.42
H 6.870 19.396 -8.601 0.05
C 7.061 17.731 -9.893 -0.68
H 10.512 19.888 -8.745 0.41
H 9.266 20.476 -7.682 0.36
H 9.749 21.393 -9.169 0.38
H 7.883 17.193 -10.351 0.37
H 6.334 18.120 -10.591 0.29
H 6.605 17.098 -9.131 0.17
C 5.064 14.518 -5.983 -0.91
C 3.661 14.902 -5.628 0.71
O 2.745 14.170 -5.446 -0.49
N 3.413 16.374 -5.604 0.57
H 3.391 16.629 -4.606 0.30
H 4.127 16.962 -6.086 0.05
C 2.103 16.789 -6.205 -0.47
H 5.252 15.091 -6.898 0.12
H 5.061 13.451 -6.177 0.36
H 5.823 14.814 -5.262 0.35
H 2.137 16.525 -7.258 0.41
H 2.066 17.871 -6.106 -0.14
H 1.272 16.320 -5.693 0.43
C 1.732 20.300 -9.430 -1.11
C 1.043 19.888 -8.159 0.82
O 0.635 18.805 -7.910 -0.49
N 0.965 20.993 -7.170 0.31
H 1.899 21.461 -7.069 -0.19
H 0.313 21.732 -7.441 0.45
C 0.522 20.596 -5.795 -0.57
H 2.416 21.132 -9.257 0.30
H 0.930 20.447 -10.153 0.39
H 2.427 19.517 -9.730 0.28
H 1.287 19.958 -5.351 0.19
H -0.449 20.111 -5.834 0.37
H 0.462 21.484 -5.168 0.38
O 4.613 23.239 -5.217 -0.46
C 3.371 23.264 -5.770 0.66
O 2.493 23.886 -5.174 -0.72
O 3.149 22.566 -6.825 -0.94
H 5.153 22.806 -5.900 0.38
O 2.753 18.819 -4.139 -0.45
C 3.554 18.807 -2.945 0.71
O 4.762 18.561 -3.167 -0.67
O 2.972 18.945 -1.873 -0.73
H 3.541 18.590 -4.670 -0.19
O 3.672 19.773 -6.874 0.26
C 4.940 19.338 -7.071 0.59
O 5.104 18.108 -6.837 -1.06
O 5.824 20.097 -7.507 -1.27
H 3.769 20.725 -7.120 0.06
O 7.620 22.159 -6.900 -0.47
C 8.042 22.795 -8.061 0.67
O 8.691 23.841 -7.915 -0.76
O 7.761 22.214 -9.155 -0.71
H 7.052 21.467 -7.260 0.56
```

Computed properties:
DFT total energy = -49120.2327 eV
highest occupied orbital energy = -4.96 eV
total charge = -1
2S+1 = 1
relative energy (zero: lowest compared OMol25 entry of this formula, charge and spin) = 17.3 kJ/mol

---

This record from the Open Molecules 2025 dataset describes a 3-piece molecular cluster, C13H28N3O3 overall at a distorted geometry. The level of theory is ωB97M-V/def2-TZVPD.

Structure (XYZ):
```
47
Properties=species:S:1:pos:R:3:mulliken_charge:R:1
C 3.249 1.065 -0.544 -0.64
C 2.729 2.213 -1.594 -0.21
O 2.232 1.705 -2.881 -0.36
C 1.100 0.780 -2.724 -0.57
N -0.053 1.301 -1.897 0.35
C -0.677 2.522 -1.829 0.01
C -1.911 2.321 -0.718 -0.76
C -1.790 0.862 0.048 -0.26
C -0.645 0.226 -0.982 -0.34
H 4.376 0.742 -0.762 0.30
H 2.538 0.144 -0.420 0.14
H 3.287 1.591 0.527 0.18
H 3.685 2.882 -1.849 0.34
H 1.969 2.975 -1.075 0.16
H 1.493 -0.274 -2.326 0.39
H 0.691 0.557 -3.823 0.30
H -0.379 3.479 -2.438 0.40
H -2.272 3.259 -0.119 0.40
H -2.848 2.121 -1.428 0.30
H -2.757 0.193 -0.105 0.07
H -1.463 1.151 1.133 0.33
H 0.256 0.002 -0.243 0.07
H -0.848 -0.828 -1.451 0.32
C 4.477 -0.316 2.821 -1.36
C 3.019 -0.413 3.180 0.80
O 2.212 -1.026 2.485 -0.66
N 2.607 0.211 4.320 -0.15
C 3.406 0.972 5.252 -0.82
H 4.666 -0.858 1.890 0.24
H 4.755 0.731 2.674 0.39
H 5.085 -0.764 3.612 0.46
H 1.614 0.108 4.504 0.24
H 3.326 0.499 6.233 0.29
H 2.999 1.984 5.302 0.28
H 4.454 1.018 4.956 0.32
C -3.678 -2.652 -0.390 -1.28
C -4.893 -1.974 -0.961 0.82
O -5.466 -1.054 -0.380 -0.65
N -5.353 -2.414 -2.167 -0.16
C -4.814 -3.472 -2.988 -0.79
H -3.421 -2.202 0.573 0.31
H -3.884 -3.714 -0.231 0.46
H -2.829 -2.527 -1.068 0.25
H -6.174 -1.915 -2.496 0.24
H -4.543 -3.047 -3.957 0.27
H -5.592 -4.226 -3.126 0.28
H -3.935 -3.937 -2.539 0.32
```

Computed properties:
DFT total energy = -24537.5012 eV
highest occupied orbital energy = -11.74 eV
total charge = +1
2S+1 = 1
relative energy (zero: lowest compared OMol25 entry of this formula, charge and spin) = 0.0 kJ/mol

---

This record from the Open Molecules 2025 dataset describes C13H28N6O2PtS3 as an isolated structure at a distorted geometry. The level of theory is ωB97M-V/def2-TZVPD.

Structure (XYZ):
```
53
Properties=species:S:1:pos:R:3:mulliken_charge:R:1
Pt -0.190 -0.191 0.304 1.28
C 1.540 -1.825 2.465 -0.78
C 0.192 -1.846 3.148 -0.64
S -1.150 -1.541 1.914 0.16
C -2.282 -0.398 2.783 -0.79
C -1.579 0.901 3.144 -0.62
S -0.748 1.606 1.653 0.04
C 0.869 2.207 2.263 -0.76
C 1.692 1.043 2.778 -0.70
S 1.769 -0.281 1.497 0.15
H 2.379 -1.901 3.164 0.51
H 1.659 -2.625 1.731 0.41
H -0.024 -2.837 3.558 0.57
H 0.111 -1.124 3.958 0.40
H -3.115 -0.253 2.090 0.45
H -2.676 -0.917 3.662 0.51
H -2.306 1.664 3.436 0.57
H -0.854 0.800 3.949 0.43
H 1.325 2.699 1.400 0.43
H 0.698 2.976 3.022 0.53
H 2.739 1.328 2.926 0.58
H 1.321 0.626 3.712 0.44
C 3.291 0.540 -3.171 -0.65
O 1.928 1.121 -3.164 -0.39
C 1.092 0.906 -2.229 0.95
O 1.304 0.157 -1.224 -0.80
N -0.099 1.511 -2.388 -0.18
N -1.064 1.357 -1.387 -0.55
H 3.567 0.541 -4.220 0.29
H 3.250 -0.467 -2.770 0.31
H 3.927 1.201 -2.591 0.33
H -0.281 2.107 -3.190 0.29
H -1.915 0.932 -1.762 0.33
H -1.313 2.283 -1.034 0.38
C -1.457 -3.365 -5.250 -1.39
C -2.319 -4.333 -4.440 0.50
C -3.792 -3.931 -4.431 -1.39
C -1.721 -4.591 -3.057 -0.78
N -1.470 -3.331 -2.258 0.41
C -0.385 -3.003 -1.566 -0.34
N -0.626 -1.819 -1.017 0.32
N -1.882 -1.464 -1.378 0.03
N -2.384 -2.368 -2.120 -0.63
H -1.584 -3.547 -6.316 0.42
H -0.390 -3.477 -5.035 0.37
H -1.749 -2.329 -5.059 0.29
H -2.259 -5.328 -4.895 0.40
H -3.942 -2.912 -4.078 0.31
H -4.391 -4.610 -3.821 0.40
H -4.177 -3.991 -5.448 0.41
H -0.726 -5.028 -3.143 0.34
H -2.345 -5.219 -2.422 0.36
H 0.519 -3.588 -1.515 0.48
```

Computed properties:
DFT total energy = -62678.4258 eV
highest occupied orbital energy = -20.74 eV
total charge = +4
2S+1 = 1
relative energy (zero: lowest compared OMol25 entry of this formula, charge and spin) = 0.0 kJ/mol

---

This record from the Open Molecules 2025 dataset describes one molecule with the formula C13H28O3Si at a distorted geometry. The level of theory is ωB97M-V/def2-TZVPD.

Structure (XYZ):
```
45
Properties=species:S:1:pos:R:3:mulliken_charge:R:1
O -1.431 2.410 -0.412 -0.38
O -2.791 0.889 1.434 -0.37
O -1.256 -0.365 -0.517 -0.40
C -1.243 3.277 0.639 -0.61
C -3.723 -0.083 1.850 -0.71
C -0.457 -2.102 1.486 -1.24
C 1.714 -1.625 2.646 -1.54
C 2.849 -0.521 -3.374 -1.75
C 2.695 0.677 -1.106 -1.23
C 2.371 0.488 0.417 -1.08
C 0.975 -1.550 1.304 0.34
C 0.819 -0.893 -1.790 -1.55
C -3.716 0.922 -1.252 -1.14
C 2.339 -0.606 -1.916 1.00
C 0.944 -0.119 0.685 0.63
C 0.135 -0.062 -0.667 0.11
Si -2.230 0.954 -0.149 0.59
H -0.974 4.232 0.202 0.26
H -2.198 3.384 1.144 0.29
H -0.482 2.935 1.338 0.23
H -4.672 0.027 1.330 0.29
H -3.942 0.035 2.916 0.25
H -3.277 -1.049 1.680 0.28
H -0.494 -3.060 2.031 0.48
H -0.973 -2.222 0.526 0.29
H -1.065 -1.400 2.102 0.13
H 1.364 -0.856 3.349 0.30
H 1.656 -2.624 3.099 0.43
H 2.788 -1.496 2.493 0.39
H 3.848 -0.063 -3.473 0.39
H 2.228 0.144 -3.958 0.41
H 2.888 -1.485 -3.844 0.39
H 3.735 0.940 -1.257 0.57
H 2.176 1.537 -1.535 0.30
H 3.164 -0.117 0.902 0.32
H 2.470 1.453 0.929 0.24
H 1.501 -2.225 0.577 0.06
H 0.305 -0.692 -2.755 0.41
H 0.641 -1.936 -1.624 0.26
H -4.432 1.695 -0.985 0.31
H -3.557 1.082 -2.342 0.30
H -4.174 -0.060 -1.167 0.33
H 2.913 -1.409 -1.403 0.28
H 0.388 0.511 1.403 0.60
H 0.182 1.028 -0.952 0.56
```

Computed properties:
DFT total energy = -27958.6469 eV
highest occupied orbital energy = -9.64 eV
SMILES = CO[Si](C)(OC)O[C@@H]1C[C@@H](C)CC[C@@H]1C(C)C
2S+1 = 1
relative energy (zero: lowest compared OMol25 entry of this formula, charge and spin) = 0.0 kJ/mol

---

This record from the Open Molecules 2025 dataset describes C13H29ClO4OsS3SbSi as an isolated structure at a distorted geometry. The level of theory is ωB97M-V/def2-TZVPD.

Structure (XYZ):
```
53
Properties=species:S:1:pos:R:3:mulliken_charge:R:1
Os -1.313 0.967 -2.904 1.15
S -0.069 3.183 -6.504 -0.30
Sb 0.345 3.615 -4.238 0.53
S -1.956 3.063 -3.367 -0.44
S 0.960 1.301 -4.177 -0.49
Cl -3.150 -0.930 -3.507 -0.18
C -2.164 0.137 -4.592 -0.64
H -2.832 0.713 -5.213 0.43
H -1.521 -0.490 -5.196 0.38
C -3.059 0.720 2.689 -1.82
C -2.347 -0.133 1.650 1.78
C -3.159 -0.179 0.362 -1.26
C -2.121 -1.545 2.181 -1.50
O -1.079 0.500 1.438 -0.18
Si 0.031 0.458 0.239 -0.94
O -0.478 1.155 -1.141 -0.04
O 0.401 -1.137 0.068 0.99
C 1.169 -1.866 -0.892 1.60
C 0.281 -2.210 -2.083 -1.38
C 2.386 -1.065 -1.339 -1.26
C 1.598 -3.153 -0.201 -1.83
O 1.290 1.360 0.727 -0.44
C 1.991 1.411 1.983 1.69
C 2.030 0.042 2.660 -1.25
C 3.401 1.879 1.659 -1.73
C 1.281 2.420 2.878 -1.56
H -4.035 0.293 2.934 0.42
H -3.200 1.734 2.309 0.40
H -2.458 0.771 3.600 0.38
H -4.153 -0.585 0.556 0.50
H -2.666 -0.826 -0.368 0.05
H -3.258 0.822 -0.065 0.28
H -3.079 -2.038 2.364 0.49
H -1.560 -1.506 3.118 0.36
H -1.543 -2.130 1.463 0.11
H -0.042 -1.295 -2.583 0.03
H -0.606 -2.757 -1.758 0.27
H 0.822 -2.801 -2.823 0.50
H 2.088 -0.110 -1.782 0.19
H 2.959 -1.625 -2.082 0.50
H 3.033 -0.851 -0.483 0.23
H 0.720 -3.683 0.174 0.34
H 2.249 -2.924 0.646 0.38
H 2.137 -3.803 -0.895 0.42
H 2.502 -0.696 2.008 0.18
H 1.017 -0.303 2.891 0.09
H 2.599 0.103 3.590 0.56
H 3.892 1.162 0.997 0.34
H 3.992 1.979 2.573 0.41
H 3.364 2.846 1.152 0.35
H 0.253 2.097 3.057 0.13
H 1.258 3.399 2.393 0.35
H 1.800 2.511 3.835 0.45
```

Computed properties:
DFT total energy = -84056.5447 eV
highest occupied orbital energy (alpha / beta) = -8.16 / -8.90 eV
⟨S²⟩ = 8.78
2S+1 = 6